Record 1
Computed, not measured: a molecular structure, C21H16BN10RhS5 in a non-equilibrium geometry, with wB97M-V/def2-TZVPD.

As for the largest force on an atom: 0.093 Eh/bohr. As for the charge: +1. Its spin multiplicity is 2. Its gap between HOMO and LUMO (alpha / beta) is 5.801 / 5.829 eV.

Each line ends with the Löwdin spin population.
Cartesian coordinates (Å):
Rh (-0.248, -0.078, -0.010)  0.809
C (4.318, -0.353, -0.067)  0.000
C (3.060, -0.953, -0.098)  0.001
N (2.114, -0.028, -0.051)  -0.007
N (2.720, 1.170, 0.004)  -0.002
C (4.052, 0.996, -0.001)  0.001
B (1.826, 2.414, 0.013)  0.001
N (0.964, 2.315, 1.311)  0.004
C (0.925, 3.178, 2.342)  0.004
C (0.075, 2.675, 3.306)  0.004
C (-0.373, 1.466, 2.784)  0.010
N (0.178, 1.273, 1.592)  0.074
N (0.972, 2.315, -1.292)  0.002
C (0.925, 3.193, -2.309)  0.004
C (0.043, 2.718, -3.259)  0.004
C (-0.410, 1.507, -2.746)  0.010
N (0.170, 1.287, -1.572)  0.046
N (2.421, 3.803, 0.014)  0.000
C (3.651, 4.363, -0.003)  0.000
C (3.504, 5.730, 0.001)  0.000
C (2.118, 5.936, 0.019)  0.000
N (1.496, 4.780, 0.026)  0.000
H (5.274, -0.830, -0.093)  0.000
H (2.819, -1.996, -0.160)  0.000
H (4.734, 1.817, 0.047)  0.000
H (1.480, 4.092, 2.346)  0.000
H (-0.187, 3.117, 4.245)  0.001
H (-1.041, 0.746, 3.217)  0.001
H (1.491, 4.099, -2.314)  0.000
H (-0.246, 3.185, -4.177)  0.000
H (-1.100, 0.806, -3.177)  0.001
H (4.552, 3.787, -0.018)  0.000
H (4.274, 6.473, -0.009)  0.000
H (1.572, 6.858, 0.027)  0.000
S (-6.851, 4.622, -0.285)  -0.016
C (-5.388, 3.879, -0.158)  0.003
S (-3.926, 4.807, -0.052)  -0.010
C (-2.800, 3.451, -0.026)  -0.015
C (-3.373, 2.185, -0.042)  0.003
S (-2.664, 0.645, 0.000)  -0.041
S (-5.134, 2.165, -0.129)  0.009
S (-1.178, 3.892, -0.008)  0.060
N (0.029, -7.544, -0.080)  0.003
C (-0.036, -6.402, -0.043)  0.000
C (-0.101, -4.986, 0.003)  0.005
C (-0.811, -4.271, -0.965)  -0.001
C (-0.812, -2.891, -0.898)  0.014
N (-0.153, -2.217, 0.048)  0.012
C (0.507, -2.897, 0.988)  0.006
C (0.559, -4.277, 1.010)  -0.002
H (-1.337, -4.790, -1.751)  0.000
H (-1.356, -2.300, -1.628)  0.004
H (1.014, -2.312, 1.746)  0.001
H (1.103, -4.802, 1.780)  0.000

Forces on atoms 1 to 2 (eV/Å):
1.9896 2.3070 -0.6543
-0.1205 0.0438 0.0005

Record 2
Computed, not measured: 2 unconnected molecules or ions with the total composition C7H14, with wB97M-V/def2-TZVPD.

The SMILES is C/C=C\C.C=CC. As for the largest force on an atom: 0.004 Eh/bohr. Its gap between HOMO and LUMO is 10.028 eV. For the energy above the lowest of the compared OMol25 structures with the same formula, charge and spin, the calculation gives 36.8 kcal per mole.

Each line ends with the natural charge from an NBO analysis.
Cartesian coordinates (Å):
C (-0.414, -0.435, 2.364)  -0.651
C (-1.719, -0.511, 1.623)  -0.182
C (-2.112, 0.369, 0.708)  -0.394
C (0.294, 0.720, -1.793)  -0.196
C (1.360, 1.705, -1.407)  -0.653
C (0.240, -0.574, -1.478)  -0.175
C (1.233, -1.356, -0.666)  -0.656
H (0.292, 0.225, 1.846)  0.212
H (-0.561, -0.044, 3.378)  0.220
H (0.050, -1.423, 2.464)  0.213
H (-2.376, -1.345, 1.874)  0.192
H (-3.068, 0.284, 0.199)  0.198
H (-1.477, 1.206, 0.423)  0.192
H (-0.522, 1.125, -2.393)  0.196
H (2.021, 1.321, -0.624)  0.208
H (1.985, 1.962, -2.271)  0.220
H (0.916, 2.640, -1.045)  0.214
H (-0.616, -1.145, -1.838)  0.199
H (0.716, -2.042, 0.015)  0.217
H (1.885, -0.715, -0.065)  0.207
H (1.875, -1.967, -1.314)  0.220

Forces on atoms 1 to 2 (eV/Å):
0.0690 0.0291 0.0137
-0.0906 0.1198 -0.0995

Record 3
Computed, not measured: 2 unconnected molecules or ions with the total composition C5H11IOS in a non-equilibrium geometry, with wB97M-V/def2-TZVPD.

As for the largest force on an atom: 0.064 Eh/bohr. Its gap between HOMO and LUMO (alpha / beta) is 4.650 / 4.651 eV. For the energy above the lowest of the compared OMol25 structures with the same formula, charge and spin, the calculation gives 27.4 kcal per mole.

Each line ends with the natural charge from an NBO analysis.
Cartesian coordinates (Å):
C (0.140, -1.668, 1.059)  -0.605
C (1.512, -0.705, -0.817)  -0.587
C (-1.605, 2.408, -0.746)  -0.303
C (0.095, -0.852, -0.230)  -0.355
C (-0.502, 0.482, 0.014)  0.538
O (-0.988, 1.157, -0.991)  -0.381
S (-4.692, 1.405, 0.984)  -0.743
I (-3.656, -0.654, 0.512)  -0.047
H (0.728, -1.155, 1.815)  0.207
H (-0.864, -1.826, 1.445)  0.243
H (0.591, -2.637, 0.870)  0.227
H (1.907, -1.693, -1.041)  0.234
H (2.171, -0.218, -0.105)  0.211
H (1.487, -0.125, -1.734)  0.221
H (-1.691, 2.909, -1.708)  0.213
H (-1.016, 3.013, -0.054)  0.188
H (-2.606, 2.258, -0.329)  0.278
H (-0.519, -1.366, -0.977)  0.258
H (-0.466, 0.933, 0.996)  0.201

Forces on atoms 1 to 2 (eV/Å):
-0.2794 0.0756 -0.0453
-0.1573 0.3012 -0.0443